19
Properties=species:S:1:pos:R:3:forces:R:3:mulliken_charge:R:1 method="wB97M-V/def2-TZVPD" gap_ev=8.359 e_tot_ha=-419.31341 e_above_lowest_kj_mol=191.88
H -2.206860 -2.014675 1.110052 -0.079 0.322 -0.375 0.26
H -1.202231 -0.391598 2.645794 0.041 -0.034 -0.117 0.42
H 2.528471 0.875005 0.317245 0.115 -0.015 0.011 0.37
C 2.171655 -0.318873 -1.397734 0.076 0.464 0.660 -0.68
H -2.167399 -1.790174 -0.544870 -0.065 0.017 0.360 0.23
H 1.493488 -0.583995 -2.203204 -0.040 -0.061 0.180 0.28
C 0.500368 1.226001 -0.450968 0.050 1.688 0.180 0.23
O -1.434656 0.366935 -1.701240 -0.132 -0.255 0.363 -0.59
C 1.830514 0.565265 -0.450607 0.066 -0.656 -0.834 -0.25
H -2.330949 0.106454 -1.417431 0.245 0.276 -0.408 0.38
C -1.090881 -0.447599 0.499946 1.340 0.806 -0.276 1.10
H 1.301595 2.955744 -0.350453 -0.027 -0.127 0.087 0.29
H 0.164884 -1.324150 2.004877 -0.040 0.026 0.087 0.31
C -0.437934 -0.421441 1.860814 0.011 -0.024 -0.191 -1.52
N 0.379322 2.512947 -0.365484 -0.225 -1.606 -0.280 -0.67
H 0.203912 0.449952 2.016521 -0.120 -0.137 -0.174 0.35
N -2.172464 -1.322078 0.361873 -0.372 -0.579 -0.177 -0.71
C -0.688348 0.326702 -0.533524 -0.791 -0.173 0.987 -0.07
H 3.157511 -0.770423 -1.401607 -0.054 0.067 -0.083 0.29

20
Properties=species:S:1:pos:R:3:forces:R:3:mulliken_charge:R:1 method="wB97M-V/def2-TZVPD" gap_ev=9.717 e_tot_ha=-494.55120 smiles="CO[C@]1(C)N=CCC(=O)N1" e_above_lowest_kj_mol=242.93
O 1.659368 0.338192 -0.612588 -1.298 -0.522 -0.372 -0.47
C -1.741047 1.146985 -0.718614 0.155 -0.446 0.276 0.35
H -1.990900 -2.187975 -0.118967 -0.010 0.567 -0.441 0.40
C 2.642863 -0.630078 -0.306557 -0.789 2.376 4.043 -0.79
C 0.351677 0.149674 -0.049591 2.505 -1.672 4.395 1.00
H -3.425260 -0.157718 -0.367465 0.834 0.482 0.662 0.28
H 0.688724 -0.730221 1.949005 -0.761 0.163 1.195 0.42
N -0.267276 -1.139849 -0.144779 -0.964 -0.474 -1.029 -0.54
H 3.380846 -0.561542 -0.995582 2.149 0.237 -2.324 0.32
H 3.127322 -0.327987 0.714473 -0.815 -0.944 -1.496 0.21
H 1.407626 0.871174 1.821555 1.179 0.606 0.325 0.36
O -2.377662 1.984618 -1.296040 -0.074 0.864 -0.540 -0.62
C -1.562323 -1.173449 -0.189962 2.675 -1.547 1.634 -0.12
H -0.289806 0.995596 1.953869 -0.773 -0.632 0.932 0.45
C -2.389956 0.014053 0.023944 -1.181 0.191 -1.648 -0.50
C 0.514212 0.317983 1.745454 0.238 -0.436 -4.703 -1.48
N -0.377456 1.118193 -0.615637 -3.016 2.036 -1.133 -0.13
H -2.354705 0.360153 1.040529 -0.387 -0.320 0.834 0.27
H 0.105281 1.837381 -1.055934 0.933 1.449 -0.871 0.21
H 2.212077 -1.572372 -0.299457 -0.598 -1.977 0.260 0.38

20
Properties=species:S:1:pos:R:3:forces:R:3:mulliken_charge:R:1 method="wB97M-V/def2-TZVPD" gap_ev=9.597 e_tot_ha=-494.45375 e_above_lowest_kj_mol=498.78
N -1.710303 -1.058984 -0.015149 -0.030 -0.134 0.000 -0.57
C 1.718459 0.409003 -0.357891 1.912 5.377 -0.162 0.00
O -0.807439 1.545754 0.530064 -0.014 0.129 -0.190 -0.49
H 0.050196 -1.610688 1.069743 -0.060 0.234 -0.125 0.44
H -1.474874 0.369567 2.121401 0.186 -0.009 -0.218 0.38
H -1.663934 -1.937249 -0.521778 -0.009 0.143 0.085 0.30
O 3.185564 -0.676387 0.661627 0.081 0.708 1.512 -0.82
H -2.088810 -0.275124 -1.982749 0.013 0.076 0.182 0.35
N 2.509297 1.325412 -0.350077 -2.281 -2.483 -0.362 -0.71
H 0.288024 0.699148 2.083641 -0.168 -0.029 -0.192 0.35
H -2.885160 0.620808 -0.661140 0.287 -0.116 -0.050 0.32
H 2.840898 -1.524248 0.321431 1.538 0.554 -0.535 0.29
C -0.741174 0.958132 -0.765194 0.101 0.438 -0.011 0.07
C -1.978810 0.068843 -0.945450 -0.077 -0.015 -0.150 -0.79
H -0.598888 1.740759 -1.515853 0.008 -0.185 0.222 0.52
C 0.362761 -0.103913 -0.616266 0.495 -1.203 0.091 0.14
C -0.404529 -0.746251 0.576838 0.052 -0.145 0.081 0.06
H 3.589438 0.506875 0.369420 -2.025 -3.289 -0.710 0.51
H 0.407097 -0.791836 -1.472606 -0.095 0.132 0.206 0.42
C -0.597817 0.480376 1.469996 0.087 -0.181 0.327 -0.77

20
Properties=species:S:1:pos:R:3:forces:R:3:mulliken_charge:R:1 method="wB97M-V/def2-TZVPD" gap_ev=9.585 e_tot_ha=-494.54148 smiles="C[C@]1(C(N)=O)CCC=[N+]1[O-]" e_above_lowest_kj_mol=268.45
C -0.167901 0.285631 0.072191 2.282 0.699 -3.458 1.07
O 1.232338 2.162619 0.839224 -0.314 0.382 -0.432 -0.63
C 0.674740 0.195173 -1.282307 0.982 1.763 -0.630 -0.84
H -0.501906 0.137363 2.587247 0.205 0.397 -0.467 0.27
O -0.654109 -1.365606 1.569091 -1.368 -1.466 2.396 -0.84
N -0.122406 -1.117587 0.487854 1.309 -0.342 -0.767 0.71
H -2.041660 1.118818 0.679393 0.113 0.032 -0.252 0.36
H 0.336560 0.847759 -2.158640 -0.421 -1.183 1.267 0.35
C 0.513147 -1.940203 -0.303581 -1.148 3.533 -0.078 -0.58
H 0.172863 -1.735767 -2.310773 -0.125 0.129 -0.779 0.28
H -1.383783 1.577490 -0.871582 0.252 2.536 -1.379 0.50
C 0.834503 -1.300714 -1.581572 1.846 0.073 0.181 -0.46
H 1.694968 0.666677 -1.188867 -0.889 -0.685 0.645 0.33
H -2.239280 0.159314 -0.770676 0.741 -0.362 0.307 0.38
H 0.295002 1.651554 2.963407 0.822 1.435 2.360 0.21
C 0.416844 1.309857 1.088605 -0.069 -2.735 1.153 0.24
N -0.075537 1.032332 2.335193 -0.254 -0.106 -1.921 -0.34
H 0.622146 -2.930988 -0.121000 0.043 -2.697 0.989 0.58
H 1.907815 -1.550966 -1.806213 -1.037 0.234 -0.379 0.29
C -1.514345 0.797244 -0.226993 -2.969 -1.636 1.244 -1.88

21
Properties=species:S:1:pos:R:3:forces:R:3:mulliken_charge:R:1 method="wB97M-V/def2-TZVPD" gap_ev="5.467 / 5.403" e_tot_ha=-569.66121 e_above_lowest_kj_mol=649.87
O 1.678261 -0.632325 1.222238 -0.559 0.006 -0.919 -0.62
C -0.025477 -2.739166 0.605164 -0.486 1.143 0.924 -0.97
C 1.567837 1.357373 -1.094452 0.031 1.921 0.245 -1.58
H 1.000969 -2.835620 0.954373 0.175 -0.172 -0.772 0.34
H 2.434302 1.516256 -0.435289 -0.299 0.108 -0.202 0.35
H 1.283403 2.340261 -1.594692 0.319 -1.160 0.767 0.34
H 1.875601 0.695036 -1.880569 -0.039 -0.575 -0.330 0.41
C -0.947218 -0.846403 -0.884916 -0.281 3.711 1.061 -0.31
N -3.225573 1.150500 0.237850 0.357 -0.238 0.150 -0.16
O -0.593280 0.454717 -1.202094 -0.138 -2.182 0.585 -0.35
H 0.783706 1.797875 1.699836 -1.285 0.567 -1.998 0.32
H -0.555834 -2.718842 1.530492 -0.715 -0.465 0.758 0.37
C 0.395712 0.820595 -0.273394 1.796 1.327 0.310 1.60
C 0.793255 -0.450394 0.408118 0.013 -0.233 1.673 0.06
H -0.949761 1.370716 1.436149 1.267 0.678 -1.225 0.39
C -0.041031 1.809824 0.862424 -0.301 -2.398 2.137 -1.49
H -1.546940 -1.274368 -1.570995 -1.716 -1.853 -1.898 0.53
H -0.434311 -3.508831 -0.008422 0.081 -0.375 -0.680 0.35
H -0.349268 2.748060 0.447387 0.224 0.658 0.016 0.39
O -2.932531 0.323872 -0.552885 -0.488 -0.533 -0.161 -0.21
N -0.211817 -1.379142 0.093670 2.044 0.065 -0.439 0.23

22
Properties=species:S:1:pos:R:3:forces:R:3:mulliken_charge:R:1 method="wB97M-V/def2-TZVPD" gap_ev=8.530 e_tot_ha=-967.93365 smiles="N=[S@](N)(=O)O.O=C1C=CC=CC1" e_above_lowest_kj_mol=243.70
C 3.380048 0.348673 0.085936 0.550 0.727 1.688 -0.27
N -4.127874 -0.085735 0.155910 4.249 -1.404 3.272 -0.52
C 2.931792 -0.985514 0.195819 -1.304 -1.187 -0.781 -0.53
H 3.542593 -1.850832 0.290919 0.968 -0.116 0.405 0.36
H 2.897219 2.306279 -0.289608 -0.543 0.500 0.347 0.38
C 1.042670 1.079856 -0.197355 1.494 0.729 -1.792 1.00
O -2.165403 1.289803 -0.046543 0.417 0.152 -0.732 -0.51
N -1.881387 -0.971626 1.200005 0.188 1.686 -0.225 -0.66
H -0.063301 -0.410594 -1.229476 1.667 -0.485 1.692 0.38
C 0.640223 -0.356012 -0.274362 -3.070 3.160 -1.876 0.35
H 1.452124 -2.323198 -0.044821 -0.870 -1.356 -0.078 0.46
H -4.409308 0.512676 -0.489750 -2.337 2.922 -3.672 0.23
H -0.117934 -0.476377 0.493523 -0.303 -0.464 0.345 -0.25
C 2.477026 1.333841 -0.089453 0.513 0.275 -0.177 -0.59
H -1.247022 1.591434 -0.450866 -0.152 -0.282 0.635 0.52
H -1.577666 -0.236161 1.888449 -0.869 -0.991 -0.578 0.31
O 0.296013 2.041671 -0.455351 -0.761 -0.777 0.444 -0.78
O -2.132433 -0.925001 -1.300134 -0.652 1.314 1.449 -0.64
H -4.540244 -0.968044 0.249799 -0.852 -1.276 -0.129 0.29
H 4.414326 0.617792 0.408030 -0.709 -0.288 -1.015 0.32
C 1.640041 -1.294791 -0.061547 3.214 -0.937 0.341 -0.87
S -2.451497 -0.238142 -0.039114 -0.837 -1.902 0.435 1.04

22
Properties=species:S:1:pos:R:3:forces:R:3:mulliken_charge:R:1 method="wB97M-V/def2-TZVPD" gap_ev=8.611 e_tot_ha=-967.87364 e_above_lowest_kj_mol=401.25
H 1.303819 -0.269410 -1.554172 1.172 0.366 0.253 0.36
H 0.995017 2.646438 2.101217 0.520 0.072 -1.804 0.38
H -1.524295 -0.086761 -3.203915 -0.039 -0.027 -0.738 0.29
N 0.681992 -1.137758 1.495472 0.841 -0.355 0.304 -0.45
H 0.714317 0.269854 -3.049534 -0.491 0.302 -0.424 0.41
H -2.741626 -0.405393 -1.820057 1.072 0.724 -0.327 0.28
C -1.533654 -0.691220 0.724003 -1.681 -0.621 2.155 -0.35
C 0.670290 0.485609 -1.997619 -1.752 -5.002 0.712 -1.48
C 0.868906 -0.023393 1.021673 -4.606 -1.146 -1.248 0.37
H -0.597454 -2.649496 0.621814 0.505 0.371 0.664 0.29
H -2.120167 -1.228585 -0.015876 -0.727 0.216 0.282 0.26
S 2.145021 1.104756 1.346469 -0.624 0.139 1.655 1.14
H -2.093815 -0.156154 1.537127 -0.131 -1.049 -0.607 0.31
O 1.354757 2.484514 1.164628 0.042 -0.567 1.894 -0.46
N -0.834666 0.313453 0.083301 4.657 0.811 -0.895 -0.20
H 0.842861 1.421592 -1.742951 1.697 4.366 0.989 0.35
C -0.645191 0.128779 -1.322712 -2.800 0.762 -2.216 1.03
O 2.549658 0.952540 2.698199 -0.590 0.393 0.683 -0.58
C -0.632832 -1.804891 1.345745 1.618 0.706 -0.985 -0.64
O 3.106588 0.892678 0.374385 1.621 0.459 -2.652 -0.56
C -1.729046 -0.062546 -2.163439 0.622 -1.016 2.500 -1.10
H -0.780481 -2.184605 2.356242 -0.926 0.096 -0.194 0.35